Computed, not measured: a cluster of 8 separate species, C34H89N5O13 in total in a non-equilibrium geometry, with ωB97M-V with the def2-TZVPD basis set.

Summary:
LUMO (eV): 0.7049
HOMO level (eV): -8.01
Energy relative to the best compared isomer or geometry (same formula, charge and spin) (eV): 0.5161
M (g/mol): 776.108
Gap between HOMO and LUMO (hartree): 0.320
SMILES string: COCCNCCOC.COCCNCCOC.COCCNCCOC.COCCNCCOC.COCCNCCOC.CCO.CCO.O

Each line ends with the Mulliken charge.
Element x y z (Å)
C -0.727 -4.621 -7.772  -0.82
O -0.417 -4.112 -6.495  -0.28
C 0.935 -4.085 -6.077  -0.76
C 1.044 -3.048 -5.023  -0.24
N 0.529 -1.777 -5.520  -0.36
C 0.474 -0.756 -4.449  -0.03
C -0.118 0.487 -5.045  0.38
O -1.387 0.237 -5.688  -0.32
C -2.050 1.391 -6.090  -0.46
H -1.777 -4.410 -7.942  0.24
H -0.689 -5.698 -7.856  0.31
H -0.137 -4.105 -8.547  0.33
H 1.545 -3.870 -6.941  0.43
H 1.198 -5.046 -5.638  0.37
H 2.095 -2.968 -4.676  0.29
H 0.415 -3.384 -4.208  0.12
H -0.366 -1.870 -6.000  0.37
H 1.494 -0.657 -4.115  0.23
H -0.192 -1.156 -3.609  -0.26
H 0.643 0.844 -5.788  0.27
H -0.192 1.270 -4.264  -0.40
H -2.163 2.116 -5.295  -0.07
H -3.071 1.111 -6.385  0.31
H -1.633 1.911 -6.959  0.32
C 0.466 -2.387 -0.439  -0.78
O -0.876 -2.199 0.045  0.19
C -1.328 -3.284 0.946  0.38
C -2.796 -3.247 1.108  -1.15
N -3.556 -3.419 -0.103  -0.23
C -3.095 -4.385 -1.089  -0.15
C -3.343 -5.844 -0.902  -0.86
O -2.767 -6.428 0.241  -0.21
C -3.482 -7.515 0.709  -0.81
H 1.118 -2.348 0.400  0.21
H 0.752 -1.575 -1.108  0.08
H 0.625 -3.336 -0.961  0.37
H -0.854 -3.125 1.926  -0.72
H -0.940 -4.244 0.556  0.67
H -3.171 -2.362 1.685  0.30
H -3.070 -4.078 1.796  0.28
H -3.774 -2.539 -0.592  0.37
H -2.010 -4.363 -1.189  0.00
H -3.577 -4.199 -2.058  0.41
H -2.912 -6.332 -1.770  0.33
H -4.439 -6.036 -0.893  0.41
H -3.641 -8.257 -0.096  0.31
H -4.497 -7.233 1.114  0.32
H -2.966 -7.953 1.528  0.25
C 0.908 3.844 0.663  0.42
O 1.907 4.122 1.602  -0.46
C 3.114 3.526 1.258  0.64
C 3.849 3.433 2.542  -1.15
N 3.099 2.800 3.638  0.15
C 3.894 2.704 4.825  -1.02
C 3.812 1.315 5.473  -0.37
O 4.266 0.270 4.601  -0.24
C 4.567 -0.909 5.315  -0.93
H 1.082 4.332 -0.314  0.26
H -0.054 4.104 1.048  -0.15
H 0.912 2.767 0.432  -0.42
H 3.622 4.131 0.453  0.42
H 2.921 2.544 0.813  -0.69
H 4.265 4.406 2.842  0.30
H 4.734 2.761 2.428  0.46
H 2.212 3.283 3.818  0.19
H 3.630 3.439 5.572  0.35
H 4.965 2.797 4.560  0.35
H 2.796 1.041 5.743  0.26
H 4.426 1.344 6.380  0.48
H 3.688 -1.220 5.887  0.35
H 5.393 -0.905 6.051  0.35
H 4.780 -1.668 4.603  0.31
C -1.964 6.879 1.272  -0.47
O -2.460 7.017 -0.040  -0.36
C -3.468 6.002 -0.238  -0.86
C -2.811 4.622 -0.551  -0.65
N -1.732 4.714 -1.533  0.38
C -1.995 4.841 -2.940  -0.95
C -0.802 4.724 -3.806  0.23
O 0.187 5.695 -3.392  -0.38
C 1.382 5.574 -4.108  -0.83
H -1.284 7.724 1.469  0.26
H -1.340 5.967 1.336  0.10
H -2.747 6.830 2.003  0.35
H -4.074 6.361 -1.075  0.32
H -4.100 5.934 0.611  0.50
H -3.665 3.986 -0.932  0.34
H -2.468 4.093 0.383  0.08
H -1.026 5.404 -1.261  0.23
H -2.490 5.824 -3.212  0.27
H -2.712 4.048 -3.220  0.48
H -1.087 4.906 -4.837  0.56
H -0.400 3.713 -3.657  -0.45
H 1.251 5.779 -5.191  0.35
H 1.923 4.629 -4.095  0.27
H 2.148 6.325 -3.832  0.27
C 1.522 0.074 1.644  -1.57
O 1.028 -1.099 2.232  0.09
C 1.587 -1.198 3.531  -0.19
C 1.025 -2.398 4.208  -0.91
N -0.452 -2.232 4.424  -0.14
C -1.302 -3.328 4.771  -0.22
C -1.404 -3.662 6.256  -0.96
O -0.156 -4.195 6.688  -0.26
C 0.003 -4.116 8.084  -0.78
H 1.185 0.120 0.635  0.22
H 2.619 0.032 1.544  0.72
H 1.267 0.990 2.190  0.38
H 1.408 -0.260 4.083  0.08
H 2.630 -1.419 3.342  0.31
H 1.421 -2.543 5.183  0.55
H 1.187 -3.336 3.631  0.22
H -0.872 -1.739 3.633  0.01
H -1.139 -4.330 4.262  0.21
H -2.350 -3.083 4.598  0.35
H -2.243 -4.376 6.401  0.37
H -1.635 -2.712 6.765  0.38
H -0.491 -4.923 8.613  0.27
H -0.286 -3.106 8.375  0.37
H 1.067 -4.212 8.260  0.23
O -0.305 2.053 -1.944  0.56
H -0.693 2.892 -1.606  -0.20
H -0.957 1.360 -1.638  0.05
C -1.675 1.092 1.536  0.99
C -2.813 0.656 0.622  -0.46
O -2.376 0.203 -0.649  -0.58
H -0.964 0.358 1.838  -0.74
H -2.153 1.464 2.468  0.51
H -1.122 1.966 1.160  -0.70
H -3.523 1.428 0.369  0.47
H -3.375 -0.184 1.085  0.17
H -1.748 -0.524 -0.402  0.32
C 4.477 0.475 -1.907  -1.62
C 3.143 1.004 -1.465  1.50
O 2.183 0.775 -2.445  -0.18
H 4.838 1.178 -2.700  0.33
H 4.371 -0.479 -2.418  0.35
H 5.230 0.421 -1.125  0.39
H 3.258 2.085 -1.226  -0.02
H 2.808 0.557 -0.506  -0.56
H 1.405 1.301 -2.258  -0.19

Computed, not measured: a structure of composition C34H93N8O9Pd in a non-equilibrium geometry, with ωB97M-V with the def2-TZVPD basis set.

Summary:
LUMO (alpha / beta) (eV): -2.2041 / -4.3193
Spin multiplicity: 3
Expectation value of S²: 2.007
HOMO level (alpha / beta) (eV): -10.90 / -10.90
Energy relative to the best compared isomer or geometry (same formula, charge and spin) (eV): 0.0000
M (g/mol): 864.585
Gap between HOMO and LUMO (alpha / beta) (hartree): 0.320 / 0.242
Net charge: +1

Each line ends with the Mulliken charge.
Element x y z (Å)
Pd -19.869 17.849 18.106  0.09
C -18.617 19.272 14.340  -0.41
C -18.856 17.810 14.806  -0.21
O -19.687 17.738 15.906  1.36
H -17.983 19.254 13.452  0.80
H -18.126 19.881 15.104  0.27
H -19.580 19.739 14.135  -0.43
H -17.853 17.397 14.992  0.11
H -19.300 17.338 13.921  -0.63
C -21.485 21.875 13.641  -0.59
C -22.943 22.322 13.485  0.61
C -23.765 21.571 14.525  -0.28
O -25.112 21.967 14.376  -0.43
C -25.965 21.213 15.199  -0.69
N -22.997 23.757 13.803  -0.84
H -20.835 22.422 12.959  -0.02
H -21.315 20.812 13.465  -0.30
H -21.252 22.118 14.679  0.48
H -23.426 22.177 12.514  0.37
H -23.405 21.754 15.543  0.25
H -23.661 20.502 14.291  0.07
H -26.060 20.169 14.868  0.25
H -26.973 21.619 15.217  0.32
H -25.566 21.158 16.220  0.26
H -23.990 24.010 13.811  0.29
H -22.724 24.351 13.020  0.27
C -20.037 19.514 10.903  -0.29
C -20.848 20.594 10.214  1.23
C -19.937 21.562 9.439  -1.40
O -19.023 22.229 10.281  -0.17
C -18.423 23.317 9.606  -0.88
N -21.757 20.001 9.208  -0.81
H -19.604 19.963 11.797  -0.04
H -19.315 19.061 10.226  0.44
H -20.703 18.717 11.253  -0.55
H -21.433 21.172 10.939  -0.22
H -20.575 22.292 8.930  0.45
H -19.439 20.930 8.697  0.37
H -18.094 23.062 8.591  0.41
H -17.576 23.706 10.161  0.09
H -19.199 24.075 9.434  0.39
H -22.395 20.739 8.900  0.36
H -22.428 19.445 9.745  0.26
C -20.682 9.892 14.675  -1.54
C -20.693 11.334 14.230  0.85
C -19.297 11.925 14.111  -1.16
O -19.433 13.290 13.756  0.25
C -18.240 14.033 13.856  -0.77
N -21.377 11.484 12.936  -0.73
H -21.674 9.450 14.583  0.37
H -20.329 9.742 15.697  0.34
H -20.031 9.316 14.009  0.35
H -21.201 11.894 15.034  0.09
H -18.745 11.378 13.336  0.47
H -18.722 11.869 15.043  0.39
H -18.266 15.023 13.405  0.01
H -17.388 13.514 13.407  0.51
H -18.014 14.129 14.928  0.17
H -22.363 11.692 13.062  0.33
H -21.004 12.346 12.541  0.18
C -18.222 23.460 13.480  -0.42
C -16.800 23.968 13.710  0.42
C -16.609 25.366 13.109  -0.76
O -15.385 25.917 13.539  -0.32
C -15.207 27.181 12.941  -0.75
N -16.476 23.973 15.142  -0.71
H -19.000 24.006 14.017  0.40
H -18.187 22.409 13.796  -0.11
H -18.602 23.357 12.458  -0.05
H -16.074 23.308 13.231  0.35
H -17.435 26.036 13.381  0.36
H -16.619 25.273 12.016  0.25
H -14.268 27.629 13.262  0.27
H -15.994 27.898 13.192  0.29
H -15.137 27.062 11.854  0.31
H -16.557 22.997 15.437  0.24
H -17.254 24.381 15.663  0.30
C -23.136 16.769 14.230  -1.48
C -22.259 15.594 13.887  0.23
C -21.589 15.811 12.532  1.23
O -22.619 15.913 11.551  -0.51
C -22.155 15.962 10.225  -0.25
N -21.316 15.251 14.963  -0.09
H -23.709 17.073 13.357  0.49
H -22.532 17.643 14.511  -0.12
H -23.729 16.590 15.129  0.44
H -22.903 14.711 13.804  0.26
H -20.843 15.075 12.214  0.14
H -21.110 16.806 12.527  -0.91
H -21.610 15.042 9.983  0.14
H -21.541 16.851 10.055  -0.10
H -22.973 15.980 9.505  0.37
H -20.564 14.655 14.601  -0.03
H -20.780 16.088 15.222  -0.14
C -20.215 13.455 17.993  -1.56
C -19.843 14.853 18.487  0.82
C -18.449 15.259 17.994  -0.56
O -18.184 16.576 18.501  -0.35
C -16.811 16.927 18.391  -0.91
N -20.895 15.841 18.138  -0.61
H -20.140 13.379 16.902  0.18
H -21.252 13.163 18.174  0.40
H -19.580 12.689 18.440  0.50
H -19.800 14.736 19.573  0.36
H -18.409 15.260 16.901  -0.28
H -17.697 14.561 18.363  0.72
H -16.580 17.897 18.818  0.25
H -16.512 16.967 17.338  0.32
H -16.218 16.161 18.894  0.36
H -21.687 15.505 18.685  0.32
H -21.164 15.627 17.166  0.11
C -18.888 22.234 17.930  -1.56
C -19.536 20.868 18.206  0.36
C -20.756 20.645 17.362  0.36
O -21.359 19.363 17.611  -0.54
C -22.511 19.184 16.803  -0.35
N -18.541 19.773 18.036  -0.40
H -18.028 22.484 18.554  0.46
H -19.605 23.018 18.189  0.48
H -18.596 22.308 16.880  0.26
H -19.845 20.919 19.255  0.35
H -20.467 20.650 16.304  -0.56
H -21.508 21.398 17.605  0.59
H -22.290 19.433 15.761  -0.17
H -23.415 19.741 17.056  0.36
H -22.694 18.110 16.828  0.23
H -18.239 19.829 17.060  -0.02
H -17.707 20.067 18.539  0.35
C -17.726 13.473 9.560  -1.37
C -18.702 14.515 9.015  0.56
C -18.591 15.846 9.773  0.22
O -17.349 16.444 9.498  -0.42
C -16.951 17.352 10.512  -0.18
N -18.448 14.680 7.563  -0.75
H -16.736 13.627 9.132  0.35
H -18.040 12.448 9.368  0.37
H -17.611 13.575 10.643  0.16
H -19.744 14.210 9.141  0.19
H -18.829 15.738 10.839  -0.13
H -19.412 16.481 9.404  0.06
H -17.684 18.142 10.707  -0.06
H -16.048 17.855 10.173  0.35
H -16.768 16.763 11.416  0.27
H -17.874 15.524 7.499  0.33
H -19.319 15.005 7.141  0.30

Computed, not measured: a structure of composition C34H94MgN7O10 in a non-equilibrium geometry, with ωB97M-V with the def2-TZVPD basis set.

Summary:
LUMO (eV): -5.7642
HOMO level (eV): -9.47
Energy relative to the best compared isomer or geometry (same formula, charge and spin) (eV): 9.5180
M (g/mol): 785.470
Gap between HOMO and LUMO (hartree): 0.136
Net charge: +1

Each line ends with the Mulliken charge.
Element x y z (Å)
Mg -10.807 -10.902 -24.641  0.98
C -11.666 -14.625 -19.593  -0.94
C -12.257 -14.438 -21.022  -0.26
O -11.623 -13.675 -22.034  -0.54
H -10.683 -15.049 -19.795  0.26
H -12.225 -15.385 -19.048  0.32
H -11.430 -13.682 -19.100  0.28
H -13.269 -14.069 -20.857  0.26
H -12.405 -15.439 -21.427  0.24
C -13.681 -21.111 -21.315  -1.02
C -13.072 -21.557 -22.650  -0.19
O -11.937 -22.336 -22.334  -0.49
H -13.118 -20.239 -20.981  0.25
H -13.684 -21.881 -20.544  0.31
H -14.690 -20.717 -21.440  0.32
H -12.852 -20.714 -23.306  0.31
H -13.793 -22.209 -23.142  0.21
H -11.376 -22.085 -23.072  0.31
C -15.722 -17.328 -26.863  -0.92
C -16.070 -16.721 -25.461  -0.22
O -15.716 -15.350 -25.394  -0.51
H -16.012 -16.625 -27.643  0.29
H -16.270 -18.270 -26.871  0.30
H -14.649 -17.479 -26.983  0.26
H -15.538 -17.184 -24.630  0.25
H -17.122 -16.740 -25.180  0.26
H -15.439 -15.189 -24.489  0.30
C -15.138 -17.560 -13.499  -1.36
C -15.666 -18.575 -12.525  0.32
C -16.002 -17.902 -11.176  -0.51
O -14.835 -17.290 -10.683  -0.24
C -14.885 -16.941 -9.310  -0.74
N -16.879 -19.105 -13.288  -0.68
H -14.186 -17.119 -13.205  0.30
H -15.880 -16.768 -13.398  0.34
H -14.981 -17.958 -14.502  0.36
H -15.140 -19.527 -12.465  0.27
H -16.307 -18.743 -10.554  0.34
H -16.786 -17.156 -11.312  0.31
H -13.965 -16.481 -8.949  0.23
H -15.172 -17.832 -8.752  0.31
H -15.644 -16.204 -9.051  0.31
H -17.439 -19.526 -12.561  0.22
H -17.455 -18.400 -13.725  0.22
C -7.820 -6.267 -25.234  -1.42
C -8.105 -7.670 -24.615  0.19
C -8.568 -7.592 -23.105  -0.77
O -9.165 -8.735 -22.803  -0.21
C -9.815 -8.788 -21.581  -0.74
N -9.071 -8.435 -25.473  -0.44
H -8.629 -5.612 -24.909  0.38
H -7.666 -6.231 -26.313  0.40
H -6.874 -5.823 -24.925  0.37
H -7.288 -8.390 -24.565  0.32
H -9.218 -6.729 -22.960  0.41
H -7.676 -7.449 -22.496  0.32
H -10.418 -7.889 -21.454  0.35
H -9.107 -8.827 -20.753  0.28
H -10.548 -9.594 -21.627  0.23
H -8.582 -8.716 -26.310  0.28
H -9.683 -7.762 -25.911  0.21
C -10.448 -14.084 -29.137  -1.32
C -10.285 -13.721 -27.624  0.08
C -8.715 -13.407 -27.330  -0.85
O -8.728 -12.788 -26.049  -0.18
C -7.676 -12.999 -25.198  -0.74
N -10.947 -12.464 -27.347  -0.42
H -10.364 -13.149 -29.691  0.38
H -11.479 -14.416 -29.255  0.36
H -9.809 -14.781 -29.678  0.36
H -10.664 -14.421 -26.880  0.42
H -8.246 -12.666 -27.976  0.32
H -8.135 -14.329 -27.366  0.45
H -7.702 -12.167 -24.495  0.12
H -6.720 -12.898 -25.713  0.38
H -7.794 -13.868 -24.550  0.32
H -11.923 -12.691 -27.477  0.29
H -10.828 -11.850 -28.140  0.19
C -14.462 -6.873 -24.954  -1.41
C -14.382 -7.722 -23.696  0.38
C -15.693 -7.763 -22.988  -0.83
O -15.664 -8.670 -21.827  -0.35
C -16.843 -9.323 -21.404  -0.77
N -14.130 -9.075 -24.063  -0.50
H -13.493 -6.568 -25.348  0.31
H -14.985 -5.936 -24.766  0.35
H -14.842 -7.359 -25.852  0.37
H -13.595 -7.294 -23.074  0.24
H -16.452 -8.082 -23.702  0.38
H -15.958 -6.792 -22.571  0.44
H -16.605 -10.129 -20.709  0.25
H -17.488 -9.786 -22.151  0.33
H -17.513 -8.593 -20.950  0.32
H -14.554 -9.492 -23.247  0.32
H -14.837 -9.275 -24.756  0.27
C -2.489 -20.467 -18.325  -1.46
C -3.838 -20.893 -17.661  0.62
C -5.172 -20.690 -18.524  -0.76
O -6.313 -20.642 -17.688  -0.32
C -7.466 -20.034 -18.208  -0.68
N -3.683 -22.258 -17.372  -0.70
H -1.678 -20.468 -17.597  0.38
H -2.569 -19.449 -18.705  0.36
H -2.154 -21.170 -19.088  0.37
H -3.914 -20.192 -16.829  0.16
H -5.354 -21.340 -19.379  0.38
H -5.131 -19.718 -19.016  0.35
H -8.087 -19.506 -17.484  0.25
H -7.952 -20.810 -18.799  0.27
H -7.162 -19.251 -18.903  0.29
H -2.977 -22.354 -16.656  0.24
H -4.521 -22.617 -16.937  0.26
C -8.110 -12.570 -13.174  -1.38
C -8.843 -13.763 -13.751  0.34
C -8.573 -14.927 -12.741  -0.76
O -8.717 -14.475 -11.371  -0.27
C -9.273 -15.343 -10.391  -0.83
N -10.241 -13.472 -13.760  -0.73
H -8.185 -11.721 -13.853  0.37
H -7.046 -12.667 -12.955  0.36
H -8.556 -12.153 -12.271  0.29
H -8.458 -14.040 -14.733  0.38
H -7.536 -15.262 -12.765  0.43
H -9.278 -15.683 -13.086  0.34
H -10.214 -15.840 -10.623  0.31
H -9.318 -14.958 -9.372  0.27
H -8.604 -16.194 -10.262  0.32
H -10.570 -13.512 -12.806  0.28
H -10.878 -14.142 -14.166  0.27
C -22.404 -16.070 -15.696  -1.28
C -21.275 -15.432 -14.828  0.27
C -20.152 -14.908 -15.833  -0.76
O -19.505 -16.066 -16.503  -0.30
C -19.007 -15.789 -17.767  -0.75
N -21.974 -14.362 -14.144  -0.72
H -21.937 -16.902 -16.222  0.28
H -22.825 -15.322 -16.368  0.34
H -23.252 -16.429 -15.112  0.42
H -20.756 -16.155 -14.198  0.29
H -19.417 -14.204 -15.445  0.46
H -20.665 -14.274 -16.556  0.33
H -19.768 -15.514 -18.497  0.29
H -18.332 -16.543 -18.173  0.26
H -18.363 -14.934 -17.559  0.32
H -22.766 -14.747 -13.648  0.28
H -22.345 -13.666 -14.775  0.26